a | {
  "formula": "C5H6O",
  "method": "ωB97M-V/def2-TZVPD",
  "smiles": "C#CC(=O)CC",
  "charge": 0,
  "species": ["C", "C", "C", "O", "C", "C", "H", "H", "H", "H", "H", "H"],
  "xyz": [[2.796, -0.345, 0.857], [1.917, -0.137, 0.058], [0.671, 0.065, -0.684], [0.576, -0.026, -1.888], [-0.493, 0.388, 0.234], [-1.815, -0.123, -0.321], [3.565, -0.540, 1.573], [-0.277, -0.014, 1.229], [-0.504, 1.483, 0.344], [-2.661, 0.350, 0.182], [-1.893, -1.210, -0.201], [-1.884, 0.108, -1.383]]
}

***

b | {
  "formula": "C5H6O",
  "method": "ωB97M-V/def2-TZVPD",
  "charge": 0,
  "species": ["C", "C", "C", "C", "C", "O", "H", "H", "H", "H", "H", "H"],
  "xyz": [[2.201, 0.137, 0.439], [1.418, 0.109, -0.479], [0.057, 0.150, -1.053], [-0.826, -0.813, -0.227], [-0.953, 0.428, 0.668], [-0.625, 1.270, -0.455], [2.859, 0.170, 1.277], [-0.004, 0.156, -2.145], [-1.752, -1.052, -0.754], [-0.359, -1.711, 0.182], [-0.127, 0.454, 1.393], [-1.890, 0.701, 1.153]]
}

***

c | {
  "formula": "C5H6O",
  "method": "ωB97M-V/def2-TZVPD",
  "charge": 0,
  "species": ["O", "C", "C", "C", "C", "C", "H", "H", "H", "H", "H", "H"],
  "xyz": [[-1.428, -1.071, -0.284], [-0.683, -0.621, 0.699], [-0.407, 0.911, 0.607], [0.377, 0.944, -0.698], [1.328, -0.023, -0.546], [1.387, -1.065, 0.187], [-0.857, -1.146, 1.637], [0.154, 1.236, 1.489], [-1.356, 1.465, 0.570], [-1.055, -0.532, -1.059], [0.278, 1.682, -1.484], [2.093, -1.558, 0.824]]
}

***

Most stable structure - a; separation to the second - 1.413 eV.

***

a | {
  "formula": "C4H8O3",
  "method": "ωB97M-V/def2-TZVPD",
  "charge": 0,
  "species": ["O", "C", "C", "C", "O", "C", "O", "H", "H", "H", "H", "H", "H", "H", "H"],
  "xyz": [[-1.132, 1.940, -0.099], [-1.469, 0.873, -0.818], [-0.935, -0.967, 0.476], [0.513, -0.850, 0.220], [1.087, -1.444, -0.685], [1.332, 0.071, 1.116], [2.660, 0.113, 0.699], [-1.889, 2.213, 0.442], [-0.639, 0.644, -1.496], [-1.807, -0.165, -0.224], [-1.336, -1.923, 0.130], [-1.241, -0.714, 1.495], [0.881, 1.078, 1.101], [1.244, -0.302, 2.151], [2.709, -0.531, -0.031]]
}

***

b | {
  "formula": "C4H8O3",
  "method": "ωB97M-V/def2-TZVPD",
  "charge": 0,
  "species": ["C", "C", "O", "C", "O", "C", "O", "H", "H", "H", "H", "H", "H", "H", "H"],
  "xyz": [[-1.250, 0.729, -1.238], [-0.821, -0.200, -0.163], [0.963, -0.782, -0.965], [-0.179, 0.229, 1.014], [-0.219, -0.631, 2.088], [1.411, -0.017, 0.265], [2.114, -0.665, 1.061], [-1.214, 0.257, -2.222], [-2.289, 1.007, -1.020], [-0.647, 1.642, -1.246], [-1.205, -1.216, -0.180], [1.150, -1.703, -0.713], [-0.243, 1.297, 1.248], [0.721, -0.921, 2.189], [1.710, 0.974, -0.118]]
}

***

c | {
  "formula": "C4H8O3",
  "method": "ωB97M-V/def2-TZVPD",
  "smiles": "O=C(CO)CCO",
  "charge": 0,
  "species": ["O", "C", "C", "O", "C", "C", "O", "H", "H", "H", "H", "H", "H", "H", "H"],
  "xyz": [[0.697, -1.832, -0.639], [0.449, -0.945, 0.157], [1.638, -0.238, 0.805], [2.618, -0.120, -0.192], [-0.948, -0.431, 0.344], [-1.129, 0.755, -0.604], [-2.440, 1.230, -0.402], [1.366, 0.749, 1.196], [2.004, -0.838, 1.656], [2.470, -0.930, -0.720], [-1.659, -1.215, 0.071], [-1.139, -0.092, 1.368], [-0.377, 1.532, -0.384], [-0.962, 0.415, -1.640], [-2.588, 1.959, -1.015]]
}

***

d | {
  "formula": "C4H8O3",
  "method": "ωB97M-V/def2-TZVPD",
  "smiles": "CC[C@@H](O)C(=O)O",
  "charge": 0,
  "species": ["C", "C", "C", "O", "C", "O", "O", "H", "H", "H", "H", "H", "H", "H", "H"],
  "xyz": [[1.331, 0.906, -0.727], [-0.141, 0.597, -1.004], [-0.954, -0.053, 0.135], [-2.155, -0.574, -0.360], [-0.171, -1.174, 0.812], [-0.395, -2.336, 0.587], [0.794, -0.804, 1.669], [1.895, 0.011, -0.443], [1.469, 1.661, 0.060], [1.799, 1.305, -1.631], [-0.671, 1.511, -1.292], [-0.215, -0.088, -1.855], [-1.199, 0.701, 0.899], [-2.020, -1.536, -0.412], [0.852, 0.163, 1.691]]
}

***

Most stable structure - d; separation to the second - 0.962 eV.

***

a | {
  "formula": "C4H8O3",
  "method": "ωB97M-V/def2-TZVPD",
  "charge": 0,
  "species": ["C", "O", "C", "O", "C", "C", "O", "H", "H", "H", "H", "H", "H", "H", "H"],
  "xyz": [[-2.862, 0.182, -0.416], [-2.180, -0.933, 0.160], [-0.889, -0.971, 0.288], [-0.349, 0.237, 0.093], [0.915, 0.140, 0.782], [1.949, -0.012, -0.281], [3.199, 0.030, 0.356], [-2.424, 0.361, -1.399], [-3.887, -0.169, -0.484], [-2.813, 1.086, 0.194], [1.008, 1.041, 1.381], [0.921, -0.733, 1.444], [1.769, -0.968, -0.802], [1.777, 0.807, -0.992], [3.866, -0.100, -0.323]]
}

***

b | {
  "formula": "C4H8O3",
  "method": "ωB97M-V/def2-TZVPD",
  "smiles": "OCC1(CO)CO1",
  "charge": 0,
  "species": ["O", "C", "C", "C", "O", "C", "O", "H", "H", "H", "H", "H", "H", "H", "H"],
  "xyz": [[1.972, -1.111, 0.853], [0.888, -0.271, 1.160], [-0.038, -0.043, -0.018], [-1.320, 0.722, 0.289], [-1.821, 1.375, -0.848], [0.032, -0.881, -1.208], [0.668, 0.407, -1.180], [2.440, -0.695, 0.116], [0.343, -0.732, 1.991], [1.235, 0.721, 1.496], [-2.083, 0.009, 0.620], [-1.143, 1.427, 1.120], [-1.049, 1.739, -1.308], [-0.838, -0.941, -1.859], [0.714, -1.728, -1.222]]
}

***

Most stable structure - b; separation to the second - 1.404 eV.